C3H3O2Y as an isolated structure at a distorted geometry. Source: OMol25; level of theory: the ωB97M-V functional and the def2-TZVPD basis.

```
9
Properties=species:S:1:pos:R:3:lowdin_charge:R:1
O -0.38643 1.21066 0.04671 0.02
Y 3.37047 0.60213 0.39440 2.14
O 1.62162 1.28317 -0.79911 -0.14
C 0.82655 0.70003 -0.01610 -0.40
C -1.36458 0.16204 0.02340 -0.02
C -0.74269 -1.06071 -0.09196 0.07
H -2.08768 0.33927 0.82422 0.15
H -0.15760 -1.37890 -0.95663 0.09
H -1.07967 -1.85767 0.57507 0.10
```

Summary:
Energy above the lowest of the compared OMol25 structures with the same formula, charge and spin (eV): 2.8191
Total charge: +2
Orbital gap (alpha / beta) (eV): 5.370 / 5.371